i.
Below is a single C3H6O2 molecule, with properties calculated with ωB97M-V/def2-TZVPD.

Each atom is followed by the atoms it is bonded to, with distances in Å.
Geometry (Å):
1 O -1.9278 -0.1493 -0.1953  C2 1.359, H6 0.966
2 C -1.0361 0.7257 0.3384  O1 1.359, C3 1.345, H7 1.079
3 C 0.2525 0.5078 0.6564  C2 1.345, C4 1.496, H8 1.082
4 C 1.0196 -0.6298 0.0607  C3 1.496, O5 1.418, H9 1.100, H10 1.099
5 O 0.8909 -0.4632 -1.3419  C4 1.418, H11 1.007
6 H -1.4268 -0.9420 -0.4281  O1 0.966
7 H -1.5595 1.6391 0.5755  C2 1.079
8 H 0.8295 1.2937 1.1260  C3 1.082
9 H 0.6424 -1.6324 0.3120  C4 1.100
10 H 2.0899 -0.6381 0.3122  C4 1.099
11 H 0.2254 0.2886 -1.4160  O5 1.007

Its SMILES is O/C=C\CO. The net charge is 0. The gap between HOMO and LUMO comes out at 0.3727 hartree. The value obtained for the LUMO energy is 0.827 eV. For the highest occupied orbital energy, the calculation gives -0.3423 Eh. As for the multiplicity: 1.

---

ii.
Below is 2 unconnected molecules or ions with the total composition C3H6O2, with properties calculated with ωB97M-V/def2-TZVPD.

Each atom is followed by the atoms it is bonded to, with distances in Å.
Geometry (Å):
1 O 2.2092 0.2357 -2.2070  C2 1.310, H6 0.971
2 C 2.1607 -0.1685 -0.9620  O1 1.310, H8 1.117
3 C -1.3082 0.0421 1.5656  C4 1.505, H7 1.096, H9 1.098, H10 1.092
4 C -1.2260 -0.0797 0.0679  C3 1.505, O5 1.209, H11 1.108
5 O -2.0710 -0.6008 -0.6230  C4 1.209
6 H 1.5357 0.9240 -2.3306  O1 0.971
7 H -0.3596 -0.2735 2.0138  C3 1.096
8 H 2.9584 -0.9498 -0.9404  C2 1.117
9 H -1.4644 1.0926 1.8429  C3 1.098
10 H -2.1351 -0.5585 1.9491  C3 1.092
11 H -0.2996 0.3365 -0.3761  C4 1.108

The net charge is 0. The gap between HOMO and LUMO comes out at 0.3484 hartree. The value obtained for the LUMO energy is 0.429 eV. For the highest occupied orbital energy, the calculation gives -0.3327 Eh. As for the multiplicity: 1.

---

The structure with the most favorable energy is i; the runner-up is 2.155 eV above it.

---

i.
Below is a single C3H6O2 molecule, with properties calculated with ωB97M-V/def2-TZVPD.

Each atom is followed by the atoms it is bonded to, with distances in Å.
Geometry (Å):
1 O -1.5097 -0.4463 1.7161  C2 1.218
2 C -0.9594 -0.2841 0.6421  O1 1.218, C3 1.494, H6 1.042
3 C 0.5271 -0.1581 0.5630  C2 1.494, C4 1.551, H7 1.120, H8 1.044
4 C 0.9269 0.6775 -0.6812  C3 1.551, O5 1.324, H9 1.303, H10 1.152
5 O 0.6913 0.0796 -1.8383  C4 1.324, H11 0.943
6 H -1.4439 -0.5264 -0.2479  C2 1.042
7 H 1.2027 0.1326 1.4078  C3 1.120
8 H 0.8572 -1.1485 0.5955  C3 1.044
9 H 0.3276 1.8327 -0.6251  C4 1.303
10 H 2.0783 0.6579 -0.6663  C4 1.152
11 H 0.5577 0.5735 -2.6300  O5 0.943

Its SMILES is O=CCCO. The net charge is 0. The gap between HOMO and LUMO comes out at 0.3731 hartree. The value obtained for the LUMO energy is 0.660 eV. For the highest occupied orbital energy, the calculation gives -0.3489 Eh. As for the multiplicity: 1.

---

ii.
Below is a single C3H6O2 molecule, with properties calculated with ωB97M-V/def2-TZVPD.

Each atom is followed by the atoms it is bonded to, with distances in Å.
Geometry (Å):
1 C 1.2896 0.2314 -0.4030  C2 1.513, H6 1.092, H7 1.090, H8 1.095
2 C -0.0169 -0.2173 0.2141  C1 1.513, O3 1.383, C4 1.463, O5 1.413
3 O 0.0288 -1.5276 0.6553  C2 1.383, H9 0.969
4 C -1.2890 0.3803 -0.1936  C2 1.463, O5 1.438, H10 1.089, H11 1.089
5 O -0.7261 0.6154 1.1090  C2 1.413, C4 1.438
6 H 2.1210 -0.3786 -0.0436  C1 1.092
7 H 1.4803 1.2740 -0.1478  C1 1.090
8 H 1.2535 0.1602 -1.4953  C1 1.095
9 H -0.6541 -1.5657 1.3419  O3 0.969
10 H -2.1802 -0.2432 -0.2431  C4 1.089
11 H -1.3094 1.2711 -0.8190  C4 1.089

Its SMILES is C[C@]1(O)CO1. The net charge is 0. The gap between HOMO and LUMO comes out at 0.4069 hartree. The value obtained for the LUMO energy is 0.978 eV. For the highest occupied orbital energy, the calculation gives -0.3710 Eh. As for the multiplicity: 1.

---

The structure with the most favorable energy is ii; the runner-up is 1.129 eV above it.

---

i.
Below is 2 unconnected molecules or ions with the total composition C3H6O2, with properties calculated with ωB97M-V/def2-TZVPD.

Each atom is followed by the atoms it is bonded to, with distances in Å.
Geometry (Å):
1 C 0.4305 1.5852 -1.5586  C2 1.329, H4 1.080, H5 1.081
2 C 0.1384 1.2954 -0.2954  C1 1.329, O3 1.382, H6 1.091
3 O 0.5795 1.8097 0.9094  C2 1.382, H7 0.939
4 H -0.0118 0.9418 -2.3041  C1 1.080
5 H 0.8994 2.4883 -1.9245  C1 1.081
6 H -0.3601 0.3447 -0.0984  C2 1.091
7 H 1.4658 1.5115 0.9980  O3 0.939
8 C -0.8184 -2.5183 1.0610  O9 1.203, H10 1.100, H11 1.097
9 O 0.3600 -2.4439 1.2912  C8 1.203
10 H -1.5010 -3.0910 1.7065  C8 1.100
11 H -1.1823 -1.9232 0.2148  C8 1.097

Its SMILES is C=CO.C=O. The net charge is 0. The gap between HOMO and LUMO comes out at 0.3934 hartree. The value obtained for the LUMO energy is 0.790 eV. For the highest occupied orbital energy, the calculation gives -0.3643 Eh. As for the multiplicity: 1.

---

ii.
Below is a single C3H6O2 molecule, with properties calculated with ωB97M-V/def2-TZVPD.

Each atom is followed by the atoms it is bonded to, with distances in Å.
Geometry (Å):
1 C 1.3531 0.5489 1.0371  O2 1.419, H6 1.097, H7 1.090, H8 1.093
2 O 0.8303 -0.1543 -0.0792  C1 1.419, C3 1.370
3 C -0.4967 0.0760 -0.3277  O2 1.370, C4 1.438, O5 1.511, H9 1.088
4 C -1.1973 -0.8471 -1.1792  C3 1.438, O5 1.406, H10 1.073, H11 1.092
5 O -1.6511 -0.7734 0.1493  C3 1.511, C4 1.406
6 H 1.2756 1.6324 0.8883  C1 1.097
7 H 0.8083 0.2661 1.9376  C1 1.090
8 H 2.4061 0.2786 1.1523  C1 1.093
9 H -0.8032 1.1152 -0.2274  C3 1.088
10 H -1.8649 -0.4175 -1.9015  C4 1.073
11 H -0.6764 -1.7688 -1.4467  C4 1.092

Its SMILES is CO[C@H]1CO1. The net charge is 0. The gap between HOMO and LUMO comes out at 0.4188 hartree. The value obtained for the LUMO energy is 1.076 eV. For the highest occupied orbital energy, the calculation gives -0.3793 Eh. As for the multiplicity: 1.

---

The structure with the most favorable energy is ii; the runner-up is 0.284 eV above it.

---

i.
Below is a single C3H6O2 molecule, with properties calculated with ωB97M-V/def2-TZVPD.

Each atom is followed by the atoms it is bonded to, with distances in Å.
Geometry (Å):
1 O -1.3965 -1.1815 1.7481  C2 1.195
2 C -1.0366 -0.3810 0.9371  O1 1.195, C3 1.483, H6 1.208
3 C 0.4100 -0.1401 0.7148  C2 1.483, C4 1.576, H7 1.067, H8 1.203
4 C 0.6099 0.6457 -0.6362  C3 1.576, O5 1.418, H9 1.227, H10 1.209
5 O 0.0155 0.0652 -1.7857  C4 1.418, H11 0.944
6 H -1.8877 0.2313 0.3380  C2 1.208
7 H 0.8573 0.3483 1.5508  C3 1.067
8 H 0.9783 -1.1859 0.5373  C3 1.203
9 H 0.0560 1.7365 -0.7303  C4 1.227
10 H 1.7784 0.6498 -0.9457  C4 1.209
11 H -0.3846 -0.7883 -1.7283  O5 0.944

Its SMILES is O=CCCO. The net charge is 0. The gap between HOMO and LUMO comes out at 0.3995 hartree. The value obtained for the LUMO energy is 0.925 eV. For the highest occupied orbital energy, the calculation gives -0.3655 Eh. As for the multiplicity: 1.

---

ii.
Below is a single C3H6O2 molecule, with properties calculated with ωB97M-V/def2-TZVPD.

Each atom is followed by the atoms it is bonded to, with distances in Å.
Geometry (Å):
1 C 0.4979 1.2224 -0.1855  C2 1.577, H6 1.122, H7 1.064, H8 1.050
2 C 0.0906 -0.2419 0.2335  C1 1.577, O3 1.440, C4 1.530, H9 1.124
3 O 0.8313 -1.3806 -0.2451  C2 1.440, H10 1.037
4 C -1.3311 -0.6637 -0.1416  C2 1.530, O5 1.190, H11 1.156
5 O -2.3348 -0.0337 -0.0330  C4 1.190
6 H 1.5379 1.3581 0.2136  C1 1.122
7 H 0.5057 1.2819 -1.2477  C1 1.064
8 H -0.0653 2.0245 0.1905  C1 1.050
9 H 0.0423 -0.3787 1.3483  C2 1.124
10 H 1.6354 -1.4425 0.4068  O3 1.037
11 H -1.4100 -1.7458 -0.5399  C4 1.156

Its SMILES is C[C@H](O)C=O. The net charge is 0. The gap between HOMO and LUMO comes out at 0.3797 hartree. The value obtained for the LUMO energy is 0.577 eV. For the highest occupied orbital energy, the calculation gives -0.3585 Eh. As for the multiplicity: 1.

---

The structure with the most favorable energy is ii; the runner-up is 0.752 eV above it.